1.
# C4H8O3

C4H8O3 as an isolated structure (wB97M-V/def2-TZVPD, the Open Molecules 2025 dataset).

```
15
Properties=species:S:1:pos:R:3:forces:R:3
O -0.5282 0.9603 -0.7835 0.146 0.143 -0.030
O 1.0773 -1.1025 -0.9011 -0.533 0.434 0.295
O 2.6677 0.5032 0.3424 -0.108 -0.094 -0.131
C 1.5068 0.7384 1.0751 -0.385 -0.062 0.168
C 0.1934 -0.5758 -0.3143 0.638 -0.403 -0.349
C -1.7674 0.2393 -0.7914 -0.136 0.056 -0.078
C -1.2555 -1.0485 -0.1291 0.058 0.084 0.127
H 2.5325 -0.2872 -0.2083 0.048 0.096 0.057
H -1.4106 -1.9697 -0.7069 0.153 0.255 0.186
H 0.1432 1.0239 0.2553 0.475 -0.522 0.002
H -2.6043 0.7229 -0.2785 0.303 0.100 0.028
H -2.0340 0.0936 -1.8440 -0.096 -0.046 0.228
H 1.6102 1.7908 1.3989 -0.670 -0.201 -0.236
H -1.6014 -1.2195 0.8923 0.293 0.192 -0.044
H 1.4704 0.1308 1.9929 -0.187 -0.033 -0.223
```
Forces are in eV/Å.

The total energy is -10415.226 eV. As for the LUMO energy (spin up / spin down): 0.418 / 0.417 eV. The calculation puts the energy above the lowest of the compared OMol25 structures with the same formula, charge and spin at 557.4 kJ/mol. The value obtained for the HOMO-LUMO gap (spin up / spin down) is 8.819 / 8.819 eV.

***

2.
# C4H8O3

A 2-piece molecular cluster, C4H8O3 overall (wB97M-V/def2-TZVPD, the Open Molecules 2025 dataset).

```
15
Properties=species:S:1:pos:R:3:forces:R:3
O 0.6828 -1.6046 -0.6331 -0.114 0.517 -0.081
O -1.6513 -1.0640 0.4539 0.022 -0.177 0.005
O 1.7609 0.7983 1.0497 0.430 -0.317 0.172
C -1.7584 0.8987 -0.9515 -0.062 0.028 -0.067
C -0.9232 0.0421 -0.0092 0.065 0.203 -0.111
C 0.3432 -0.4386 -0.6901 0.044 -0.328 0.006
C 2.5078 -0.0885 1.3857 -0.138 0.285 -0.038
H 2.4503 -1.0943 0.9297 0.011 0.098 0.056
H -1.0957 -1.8386 0.2608 -0.110 0.027 0.108
H -2.6891 1.1718 -0.4484 0.113 -0.014 -0.082
H -2.0080 0.3471 -1.8635 0.013 0.064 0.103
H 0.9321 0.3000 -1.2594 -0.131 -0.058 0.020
H -0.5992 0.6664 0.8371 -0.075 -0.112 -0.129
H 3.2730 0.0861 2.1591 0.003 -0.066 0.005
H -1.2253 1.8180 -1.2206 -0.071 -0.150 0.032
```
Forces are in eV/Å.

The total energy is -10418.846 eV. As for the LUMO energy: 0.478 eV. As for the structure (SMILES): C[C@@H](O)C=O.C=O. The calculation puts the energy above the lowest of the compared OMol25 structures with the same formula, charge and spin at 208.1 kJ/mol. The value obtained for the HOMO-LUMO gap is 10.522 eV.

***

3.
# C4H8O3

A 3-piece molecular cluster, C4H8O3 overall at a distorted geometry (wB97M-V/def2-TZVPD, the Open Molecules 2025 dataset).

```
15
Properties=species:S:1:pos:R:3:forces:R:3
O -1.4014 1.6101 0.3782 -0.037 -0.280 0.184
O 1.1026 2.2939 0.0947 0.226 0.055 -0.072
O -2.1498 -1.0232 0.8846 0.318 -0.437 -0.485
C -0.8092 0.4676 0.2310 3.095 1.688 -1.539
C -0.4123 -0.6823 -0.0097 -2.395 -1.051 1.182
C 1.0611 1.0258 -0.5403 -1.250 0.317 0.613
C 0.2986 -1.9508 -0.1275 0.185 -0.166 -0.087
H 1.9248 0.4105 -0.3010 -0.127 -0.073 0.048
H 0.9172 1.1794 -1.6053 0.045 -0.003 0.025
H -0.6824 2.2970 0.3452 -0.039 -0.200 0.076
H 1.2677 -1.8271 -0.6168 -0.048 0.086 0.060
H 0.4418 -2.3898 0.8612 -0.008 0.055 -0.064
H 1.5410 2.2007 0.9506 -0.087 0.024 -0.129
H -0.2836 -2.6514 -0.7285 -0.028 0.147 0.059
H -2.8161 -0.9605 0.1835 0.150 -0.163 0.129
```
Forces are in eV/Å.

The total energy is -10413.545 eV. As for the LUMO energy (spin up / spin down): 0.411 / 0.411 eV. The calculation puts the energy above the lowest of the compared OMol25 structures with the same formula, charge and spin at 719.6 kJ/mol. The value obtained for the HOMO-LUMO gap (spin up / spin down) is 7.949 / 7.947 eV.

***

4.
# C4H8O3

A 2-piece molecular cluster, C4H8O3 overall at a distorted geometry (wB97M-V/def2-TZVPD, the Open Molecules 2025 dataset).

```
15
Properties=species:S:1:pos:R:3:forces:R:3
O 0.4114 -0.9453 -2.5007 -1.026 -0.195 0.449
O -1.9346 1.5432 1.2035 -0.139 0.014 0.027
O 0.6389 -0.8852 0.1495 -0.271 0.102 0.074
C -0.4856 -1.0885 -1.8100 0.747 -0.081 -1.527
C 2.0298 -0.7947 -0.1563 0.002 0.109 0.069
C -0.0606 0.2365 0.7099 0.103 0.193 0.271
C -1.5041 0.6081 0.2168 0.339 -0.359 -0.219
H -1.5283 1.0876 -0.7751 0.240 -0.196 0.208
H -2.1860 -0.2520 0.1789 0.356 0.002 0.072
H 0.5354 1.1487 0.6025 0.059 -0.084 0.119
H -0.2075 0.0128 1.7685 0.159 0.223 0.080
H 2.3070 -1.7021 -0.7132 -0.322 0.233 0.218
H 2.6620 -0.7647 0.7423 -0.301 0.114 -0.026
H 2.2860 0.0577 -0.8025 -0.266 -0.008 0.206
H -2.8808 1.7057 1.0919 0.321 -0.065 -0.022
```
Forces are in eV/Å.

The total energy is -10418.270 eV. As for the LUMO energy: 0.851 eV. The calculation puts the energy above the lowest of the compared OMol25 structures with the same formula, charge and spin at 263.8 kJ/mol. The value obtained for the HOMO-LUMO gap is 10.754 eV.

***

5.
# C4H8O3

One molecule with the formula C4H8O3 (wB97M-V/def2-TZVPD, the Open Molecules 2025 dataset).

```
15
Properties=species:S:1:pos:R:3:forces:R:3
O -1.3682 0.6105 1.3846 -0.059 0.595 -0.148
O 1.3452 -0.7366 -0.6031 0.134 -0.012 0.001
O 2.4324 -1.1010 1.3487 0.128 0.028 -0.409
C 2.4264 -0.9915 0.1521 0.072 -0.060 0.400
C 0.1032 -0.7102 0.1148 0.180 0.496 0.111
C -0.5361 0.6802 0.2239 -0.085 -0.316 -0.111
C -1.3700 1.0827 -0.9898 -0.060 0.021 0.042
H 0.2342 1.4401 0.4083 -0.065 -0.213 0.071
H -0.5630 -1.3806 -0.4187 -0.130 -0.184 0.013
H -1.9067 2.0121 -0.7743 0.137 -0.111 -0.022
H -0.7567 1.2384 -1.8849 -0.010 -0.082 0.189
H 0.2969 -1.0382 1.1396 -0.061 -0.182 -0.249
H 3.3198 -1.1106 -0.4760 -0.165 0.127 -0.054
H -2.1233 0.3155 -1.2084 0.156 0.072 0.040
H -1.5342 -0.3108 1.5832 -0.172 -0.178 0.125
```
Forces are in eV/Å.

The total energy is -10419.781 eV. As for the LUMO energy: 0.862 eV. As for the structure (SMILES): C[C@@H](O)COC=O. The calculation puts the energy above the lowest of the compared OMol25 structures with the same formula, charge and spin at 117.9 kJ/mol. The value obtained for the HOMO-LUMO gap is 11.518 eV.

***

6.
# C4H8O3

One molecule with the formula C4H8O3 (wB97M-V/def2-TZVPD, the Open Molecules 2025 dataset).

```
15
Properties=species:S:1:pos:R:3:forces:R:3
O 2.7514 -1.2806 0.9591 -0.163 0.115 -0.440
O 1.1830 -0.5559 -0.5133 0.037 -0.149 -0.071
O -1.8564 0.3105 1.1965 -0.184 -0.314 0.003
C 2.4121 -0.9430 -0.1421 0.143 -0.156 0.328
C -1.1386 1.0783 -1.0111 0.006 -0.039 0.011
C 0.1549 -0.5932 0.4734 -0.262 -0.174 0.159
C -0.7345 0.6393 0.3923 0.254 0.041 -0.092
H -1.7733 1.9699 -0.9409 0.108 -0.223 0.004
H -0.4931 -1.4879 0.3257 0.588 0.281 -0.264
H -0.2592 1.3269 -1.6156 -0.138 -0.061 0.135
H -1.9937 -0.6455 1.0653 -0.309 0.612 0.204
H 3.0702 -0.9095 -1.0197 0.014 0.044 0.068
H -1.7033 0.2927 -1.5277 0.096 0.079 0.104
H 0.5857 -0.6666 1.4731 0.013 -0.019 -0.131
H -0.2054 1.4646 0.8848 -0.204 -0.037 -0.017
```
Forces are in eV/Å.

The total energy is -10419.833 eV. As for the LUMO energy: 0.806 eV. As for the structure (SMILES): C[C@@H](O)COC=O. The calculation puts the energy above the lowest of the compared OMol25 structures with the same formula, charge and spin at 112.9 kJ/mol. The value obtained for the HOMO-LUMO gap is 11.527 eV.

***

7.
# C4H8O3

One molecule with the formula C4H8O3 at a distorted geometry (wB97M-V/def2-TZVPD, the Open Molecules 2025 dataset).

```
15
Properties=species:S:1:pos:R:3:forces:R:3
O -1.7509 -0.8718 0.9628 -0.821 0.415 -1.886
O 0.6341 -0.8659 -0.9536 0.002 0.217 0.490
O 1.2621 0.1400 0.9608 -0.130 0.012 -0.015
C -1.0406 0.2086 0.4025 0.160 1.706 -1.840
C -1.8148 0.5615 -1.0240 0.993 0.600 0.599
C 2.6055 -0.2809 0.7066 0.246 -0.078 -0.001
C 0.3687 -0.2356 0.0426 0.121 0.033 -0.399
H -1.8156 -0.2259 -1.8130 0.342 0.175 0.933
H 3.1918 0.0797 1.5518 -0.076 -0.058 -0.140
H -1.1918 1.3623 -1.3835 -0.053 0.507 -0.633
H 2.6531 -1.3699 0.6401 0.011 0.131 0.005
H -2.1313 -0.6949 0.0383 -1.697 -3.393 2.191
H 2.9699 0.1510 -0.2299 -0.066 -0.069 0.150
H -1.0855 1.1093 1.0152 0.305 -0.034 0.106
H -2.8547 0.9326 -0.9168 0.663 -0.164 0.440
```
Forces are in eV/Å.

The total energy is -10418.289 eV. As for the LUMO energy: 0.867 eV. As for the structure (SMILES): COC(=O)[C@@H](C)O. The calculation puts the energy above the lowest of the compared OMol25 structures with the same formula, charge and spin at 262.0 kJ/mol. The value obtained for the HOMO-LUMO gap is 11.085 eV.

***

8.
# C4H8O3

C4H8O3 as an isolated structure at a distorted geometry (wB97M-V/def2-TZVPD, the Open Molecules 2025 dataset).

```
15
Properties=species:S:1:pos:R:3:forces:R:3
O 1.8754 0.0198 -0.8239 -2.648 -0.576 -0.087
O -1.5541 -0.0084 -0.5275 1.186 -3.919 -6.340
O -0.6744 1.2554 1.5055 0.600 -1.612 3.652
C 0.6882 0.9977 -0.3895 2.898 -2.059 -0.257
C -0.4460 -0.2439 1.4666 -0.363 -1.200 -0.542
C -0.1718 -0.2966 -0.0724 -1.310 2.210 -1.910
C 0.8888 -1.1027 -1.0153 0.408 0.262 4.053
H 0.5573 -1.0980 -2.0279 -0.380 -0.268 -0.850
H 0.4859 1.7808 -1.2531 -0.007 -1.876 1.961
H -1.5298 -0.8819 1.8632 3.701 1.954 -1.369
H 0.6373 -0.7489 1.9537 -3.333 2.429 -0.506
H 0.9310 1.3682 0.6322 0.663 0.666 -1.867
H -1.5005 -0.5088 -1.6824 -0.672 2.601 5.366
H -1.3757 1.6684 0.9941 -0.489 -1.289 -0.284
H 1.1884 -2.2012 -0.6234 -0.254 2.676 -1.019
```
Forces are in eV/Å.

The total energy is -10413.278 eV. As for the LUMO energy: 0.361 eV. The calculation puts the energy above the lowest of the compared OMol25 structures with the same formula, charge and spin at 745.4 kJ/mol. The value obtained for the HOMO-LUMO gap is 10.121 eV.

***

9.
# C4H8O3

One molecule with the formula C4H8O3 (wB97M-V/def2-TZVPD, the Open Molecules 2025 dataset).

```
15
Properties=species:S:1:pos:R:3:forces:R:3
O -2.4063 0.2340 -0.1089 -0.037 -0.010 -0.261
O 2.3932 -0.4531 -0.0452 0.018 -0.075 -0.226
O 0.1418 0.1321 -1.4055 0.014 -0.135 -0.168
C 1.2266 -0.5603 0.7262 -0.246 -0.074 0.255
C -1.3358 -0.4865 0.4470 0.203 -0.144 0.216
C 0.1628 1.3371 -0.6222 -0.042 0.292 0.057
C 0.0188 0.0350 0.0160 -0.006 0.048 0.206
H -0.7115 1.9741 -0.7360 0.150 -0.102 -0.016
H 2.1279 -0.6556 -0.9546 0.136 0.102 0.053
H -2.3028 0.1794 -1.0688 -0.093 0.027 0.081
H -1.4401 -0.4307 1.5351 0.054 0.036 -0.103
H 1.3992 -0.0024 1.6536 -0.069 -0.122 -0.080
H -1.3833 -1.5508 0.1628 0.017 0.138 0.079
H 1.0160 -1.6069 1.0019 0.037 0.108 -0.094
H 1.1319 1.8319 -0.5875 -0.136 -0.089 0.001
```
Forces are in eV/Å.

The total energy is -10418.637 eV. As for the LUMO energy: 0.804 eV. As for the structure (SMILES): OCC1(CO)CO1. The calculation puts the energy above the lowest of the compared OMol25 structures with the same formula, charge and spin at 228.3 kJ/mol. The value obtained for the HOMO-LUMO gap is 11.162 eV.

***

10.
# C4H8O3

One molecule with the formula C4H8O3 (wB97M-V/def2-TZVPD, the Open Molecules 2025 dataset).

```
15
Properties=species:S:1:pos:R:3:forces:R:3
O -1.7498 -0.4828 1.6737 -0.202 0.026 -0.140
O -0.7266 -0.9662 -0.8230 -0.189 0.021 -0.060
O 1.5526 0.7348 -1.7182 -0.097 -0.117 -0.190
C 0.0023 -0.0595 0.0107 0.077 0.179 0.013
C 0.4748 -1.4217 -0.1982 0.288 -0.134 0.127
C 0.5668 1.1049 -0.7840 -0.110 0.113 0.274
C -0.6149 0.2837 1.3695 0.302 0.151 0.011
H -2.3367 -0.4430 0.9071 0.064 -0.166 0.102
H 1.3247 -1.5979 -0.8532 -0.188 -0.039 0.018
H -0.2863 1.5939 -1.2856 0.150 -0.038 0.161
H 0.3205 -2.1455 0.6004 0.004 0.072 -0.094
H 1.0220 1.8418 -0.1147 0.004 -0.141 -0.042
H 1.1304 0.1524 -2.3625 0.070 0.093 -0.004
H -0.8115 1.3664 1.4454 -0.081 -0.183 -0.136
H 0.1318 0.0387 2.1327 -0.094 0.163 -0.039
```
Forces are in eV/Å.

The total energy is -10418.454 eV. As for the LUMO energy: 0.794 eV. As for the structure (SMILES): OCC1(CO)CO1. The calculation puts the energy above the lowest of the compared OMol25 structures with the same formula, charge and spin at 246.0 kJ/mol. The value obtained for the HOMO-LUMO gap is 11.069 eV.

***

11.
# C4H8O3

A 2-piece molecular cluster, C4H8O3 overall (wB97M-V/def2-TZVPD, the Open Molecules 2025 dataset).

```
15
Properties=species:S:1:pos:R:3:forces:R:3
O -0.6024 1.1338 -1.1515 -0.662 -0.010 0.182
O -0.3127 -1.5603 -1.3379 -0.044 0.081 -0.267
O 2.6556 0.4607 0.8221 -0.288 -0.269 0.784
C -0.9345 0.4204 -0.2059 0.262 0.028 -0.200
C -1.3631 -1.0060 -0.5607 -0.228 -0.018 0.126
C 1.3528 0.5238 0.4029 -0.424 0.116 -0.122
C -0.5459 0.7319 1.1636 0.430 -0.056 0.023
H -1.5076 -1.6492 0.3123 0.064 0.167 -0.105
H -0.6189 1.7939 1.4164 0.343 -0.259 -0.102
H -1.0764 0.1158 1.9045 0.780 -0.033 -0.109
H 1.0992 -0.3461 -0.1891 0.084 0.341 -0.208
H -2.2993 -0.9660 -1.1351 0.086 0.003 0.105
H -0.0708 -0.8379 -1.9416 -0.040 -0.266 -0.108
H 1.1455 1.5158 0.0506 0.021 0.012 -0.516
H 3.0786 -0.3306 0.4492 -0.383 0.162 0.517
```
Forces are in eV/Å.

The total energy is -10416.955 eV. As for the LUMO energy: 0.454 eV. The calculation puts the energy above the lowest of the compared OMol25 structures with the same formula, charge and spin at 390.7 kJ/mol. The value obtained for the HOMO-LUMO gap is 9.855 eV.

***

12.
# C4H8O3

One molecule with the formula C4H8O3 at a distorted geometry (wB97M-V/def2-TZVPD, the Open Molecules 2025 dataset).

```
15
Properties=species:S:1:pos:R:3:forces:R:3
O 2.9183 0.8566 0.6270 1.238 0.541 2.654
O -0.1363 -0.5624 -1.2450 0.530 -0.218 -0.261
O -1.3902 0.4609 0.4398 0.027 0.428 -0.073
C 1.8758 0.3502 -0.1060 1.028 2.480 -2.792
C -2.6446 0.2046 -0.1544 -0.829 0.329 -0.111
C 0.8721 -0.4436 0.5255 0.802 0.169 0.592
C -0.4707 -0.4764 0.0265 -1.328 -1.776 0.878
H -3.2940 0.9995 0.2125 -0.078 -0.107 -0.129
H -2.6231 0.2418 -1.2511 0.197 0.064 0.208
H 3.7899 0.4793 0.5369 -0.050 -0.644 -0.336
H -0.7868 -1.4846 0.4165 -0.522 0.103 -0.153
H 2.2696 -0.0796 -1.0241 -0.161 -0.461 -0.124
H 1.2356 -1.0937 1.3087 -0.208 -0.600 -0.014
H 1.4697 1.3119 -0.4478 -1.007 -0.439 -0.460
H -3.0853 -0.7645 0.1351 0.361 0.129 0.121
```
Forces are in eV/Å.

The total energy is -10415.314 eV. As for the LUMO energy (spin up / spin down): -1.165 / -0.898 eV. The calculation puts the energy above the lowest of the compared OMol25 structures with the same formula, charge and spin at 548.9 kJ/mol. The value obtained for the HOMO-LUMO gap (spin up / spin down) is 8.071 / 8.875 eV.